(1)
# H4OP2S

The molecule H4OP2S in a non-equilibrium geometry (ωB97M-V/def2-TZVPD, the OMol25 dataset).

Geometry as XYZ:
```
8
H4OP2S | the OMol25 dataset | ωB97M-V/def2-TZVPD
P -0.680 -1.110 -0.688
O 0.711 -0.192 -0.481
P 1.326 1.097 0.596
S 3.088 1.833 0.220
H -0.407 -1.970 0.442
H -1.551 -0.258 0.059
H 0.261 1.936 0.501
H 0.985 0.310 1.752
```

Output
SMILES: PO[PH2]=S
Molar mass, g/mol: 114.046
HOMO, eV: -9.6
Energy relative to the best compared isomer or geometry (same formula, charge and spin), kJ/mol: 55.8
Charge: 0
E_LUMO, eV: 0.234
Frontier orbital gap, eV: 9.852

(2)
# C4H12

A 2-piece molecular cluster, C4H12 overall in a non-equilibrium geometry (ωB97M-V/def2-TZVPD, the OMol25 dataset).

Geometry as XYZ:
```
16
C4H12 | the OMol25 dataset | ωB97M-V/def2-TZVPD
C -0.644 0.824 -1.393
C 0.232 0.983 -2.644
H -0.875 1.703 -0.786
H -1.673 0.471 -1.522
H -0.250 0.033 -0.753
H 0.211 2.000 -3.009
H 0.035 0.234 -3.396
H 1.235 0.923 -2.214
C 0.957 -0.971 1.707
C -0.487 -0.899 2.193
H 1.386 -0.225 1.034
H 1.615 -0.832 2.563
H 1.012 -1.966 1.257
H -0.897 0.120 2.047
H -0.611 -0.947 3.274
H -1.245 -1.452 1.642
```

Output
SMILES: CC.CC
Molar mass, g/mol: 60.140
HOMO, eV: -11.3
Energy relative to the best compared isomer or geometry (same formula, charge and spin), kJ/mol: 72.6
Charge: 0
E_LUMO, eV: 1.139
Frontier orbital gap, eV: 12.398

(3)
# CH4FN2O5PS

CH4FN2O5PS as an isolated structure (ωB97M-V/def2-TZVPD, the OMol25 dataset).

Geometry as XYZ:
```
15
CH4FN2O5PS | the OMol25 dataset | ωB97M-V/def2-TZVPD
O -1.314 -1.084 3.115
N -1.345 -0.189 2.393
O -1.770 -0.609 1.080
C -1.169 0.232 0.131
N 0.246 -0.130 -0.077
P 1.342 1.194 -0.052
O 2.748 0.788 -0.127
S 0.445 -1.146 -1.383
O -0.563 -2.134 -1.322
O 0.655 -0.385 -2.561
F 1.782 -1.792 -0.977
H -1.755 0.127 -0.779
H -1.222 1.268 0.481
H 0.989 1.803 1.160
H 0.929 2.056 -1.079
```

Output
Molar mass, g/mol: 206.091
HOMO, eV: -11.2
Energy relative to the best compared isomer or geometry (same formula, charge and spin), kJ/mol: 8.0
Charge: 0
E_LUMO, eV: -0.569
Frontier orbital gap, eV: 10.650

(4)
# C48H72NO40P2

A 13-piece molecular cluster, C48H72NO40P2 overall in a non-equilibrium geometry (ωB97M-V/def2-TZVPD, the OMol25 dataset).

Geometry as XYZ:
```
163
C48H72NO40P2 | the OMol25 dataset | ωB97M-V/def2-TZVPD
C -0.656 3.833 3.129
C 0.376 2.801 2.840
C 0.994 1.705 3.888
C -0.170 0.768 4.641
P -0.918 1.863 6.008
P -3.002 1.433 6.438
O -3.613 0.170 5.716
O -3.107 1.145 8.187
O -3.978 2.879 6.152
C 0.651 -0.444 5.375
C -0.248 -1.719 5.859
C -0.732 -1.388 7.426
C 0.767 -3.011 5.982
N -1.514 -1.971 5.084
O -1.970 -3.230 5.195
C -1.474 -1.469 3.664
C -0.374 -2.255 2.694
C -2.948 -1.720 2.915
C -1.230 0.181 3.541
H -1.706 3.741 2.609
H -0.446 4.786 3.811
H 0.833 2.793 1.738
H 1.670 2.260 4.667
H 1.647 0.932 3.257
H -0.182 1.503 7.228
H -2.688 1.931 8.660
H -4.146 3.330 7.044
H 1.477 -0.815 4.603
H 1.259 0.033 6.281
H -0.716 -2.433 8.004
H -1.871 -1.068 7.354
H -0.050 -0.600 7.958
H 1.454 -3.137 5.014
H 1.535 -2.732 6.852
H 0.253 -4.007 6.319
H -0.271 -1.662 1.663
H 0.696 -2.265 3.166
H -0.802 -3.311 2.415
H -3.400 -0.703 2.484
H -2.824 -2.437 1.970
H -3.762 -2.149 3.637
H -2.247 0.788 3.583
H -0.837 0.329 2.423
C -3.172 -4.078 -0.511
C -2.592 -4.534 -1.811
O -1.409 -3.767 -1.926
C -1.049 -3.399 -0.662
O 0.013 -2.874 -0.373
O -2.032 -3.697 0.237
H -3.723 -4.872 0.000
H -3.826 -3.208 -0.627
H -2.326 -5.596 -1.800
H -3.262 -4.344 -2.654
C -4.372 0.896 -1.994
C -4.954 0.272 -0.767
O -5.110 -1.085 -1.134
C -4.223 -1.328 -2.143
O -3.969 -2.436 -2.585
O -3.658 -0.170 -2.592
H -3.702 1.728 -1.760
H -5.141 1.242 -2.692
H -4.277 0.330 0.093
H -5.916 0.713 -0.492
C -1.148 -9.368 -3.505
C -0.424 -8.068 -3.369
O -1.253 -7.324 -2.495
C -1.982 -8.227 -1.776
O -2.675 -7.941 -0.813
O -1.834 -9.489 -2.273
H -0.466 -10.211 -3.653
H -1.881 -9.356 -4.318
H 0.562 -8.185 -2.907
H -0.310 -7.553 -4.327
C 1.538 -3.770 -6.458
C 0.956 -4.393 -5.231
O 0.800 -5.751 -5.599
C 1.687 -5.994 -6.608
O 1.941 -7.102 -7.049
O 2.252 -4.835 -7.057
H 2.208 -2.938 -6.225
H 0.769 -3.424 -7.157
H 1.632 -4.335 -4.372
H -0.006 -3.952 -4.957
C 3.736 -3.085 -1.562
C 4.756 -3.745 -0.691
O 5.107 -4.904 -1.423
C 4.819 -4.649 -2.733
O 5.151 -5.364 -3.663
O 4.111 -3.489 -2.865
H 3.756 -1.995 -1.473
H 2.720 -3.440 -1.360
H 5.650 -3.129 -0.553
H 4.354 -4.013 0.290
C -2.104 5.246 -3.198
C -1.201 5.733 -2.112
O -1.717 5.106 -0.954
C -2.390 3.994 -1.371
O -2.818 3.128 -0.626
O -2.522 3.978 -2.730
H -1.589 5.154 -4.159
H -2.985 5.884 -3.326
H -0.164 5.412 -2.256
H -1.224 6.821 -2.008
C 3.651 4.624 1.617
C 3.888 6.091 1.458
O 3.090 6.429 0.340
C 2.107 5.486 0.253
O 1.143 5.561 -0.491
O 2.342 4.448 1.108
H 3.708 4.304 2.661
H 4.346 4.021 1.022
H 3.545 6.666 2.324
H 4.939 6.324 1.269
C -6.608 6.812 7.155
C -5.438 7.670 6.799
O -4.418 7.205 7.663
C -4.745 5.925 8.009
O -4.004 5.163 8.607
O -6.007 5.610 7.598
H -7.263 6.626 6.300
H -7.202 7.233 7.973
H -5.114 7.527 5.762
H -5.634 8.732 6.967
C 2.552 7.512 -2.740
C 2.789 8.979 -2.899
O 1.990 9.318 -4.017
C 1.008 8.374 -4.103
O 0.044 8.449 -4.848
O 1.243 7.337 -3.248
H 2.609 7.192 -1.695
H 3.246 6.910 -3.335
H 2.446 9.554 -2.032
H 3.840 9.213 -3.088
C 4.590 -3.998 -10.134
C 3.103 -3.891 -10.236
O 2.872 -2.496 -10.181
C 4.022 -1.887 -10.595
O 4.123 -0.695 -10.832
O 5.043 -2.786 -10.709
H 4.985 -4.858 -10.683
H 4.936 -4.048 -9.097
H 2.721 -4.276 -11.187
H 2.593 -4.401 -9.414
C -0.005 -11.529 -0.833
C 1.014 -12.190 0.038
O 1.366 -13.348 -0.694
C 1.077 -13.093 -2.003
O 1.409 -13.809 -2.934
O 0.369 -11.934 -2.136
H 0.014 -10.440 -0.744
H -1.021 -11.885 -0.631
H 1.908 -11.573 0.176
H 0.612 -12.457 1.019
C 3.694 12.420 0.319
C 3.112 11.796 1.546
O 2.955 10.439 1.178
C 3.842 10.196 0.169
O 4.096 9.088 -0.272
O 4.408 11.354 -0.280
H 4.363 13.252 0.552
H 2.924 12.766 -0.380
H 3.788 11.854 2.405
H 2.149 12.237 1.820
```

Output
<S²>: 1.76
Molar mass, g/mol: 1365.019
HOMO (spin up / spin down), eV: -7.2 / -8.1
Energy relative to the best compared isomer or geometry (same formula, charge and spin), kJ/mol: 833.7
Spin multiplicity: 2
Charge: 0
E_LUMO (spin up / spin down), eV: -0.012 / -0.282
Frontier orbital gap (spin up / spin down), eV: 7.176 / 7.855

(5)
# C19H31ClN2PdS

C19H31ClN2PdS as an isolated structure in a non-equilibrium geometry (ωB97M-V/def2-TZVPD, the OMol25 dataset).

Geometry as XYZ:
```
55
C19H31ClN2PdS | the OMol25 dataset | ωB97M-V/def2-TZVPD
C 0.193 0.726 -6.688
C 1.579 1.281 -7.020
C -0.034 -0.632 -7.354
C -0.907 1.719 -7.065
Cl 0.117 0.471 -4.862
H 0.007 -0.514 -8.437
H -1.016 -1.041 -7.097
H 0.739 -1.350 -7.065
H 1.655 1.442 -8.096
H 2.368 0.581 -6.729
H 1.751 2.242 -6.525
H -0.886 1.888 -8.142
H -0.758 2.683 -6.571
H -1.897 1.332 -6.806
C 1.690 -1.424 1.354
C 0.978 -2.298 0.480
C 1.243 -1.903 -0.896
H 0.379 -3.176 0.768
C 2.126 -0.718 -0.834
C 2.388 -0.453 0.556
H 3.017 0.368 0.928
H 1.825 -1.600 2.437
H 0.977 -2.437 -1.804
H 2.585 -0.260 -1.712
C -2.220 1.054 0.775
C -2.144 -0.181 1.552
C -2.174 -1.269 0.617
H -2.386 -0.294 2.633
C -2.261 -0.742 -0.730
C -2.271 0.738 -0.614
H -2.437 1.413 -1.458
H -2.205 2.075 1.180
H -2.194 -2.342 0.868
H -2.453 -1.290 -1.653
Pd -0.098 -0.283 -0.540
C -1.621 1.878 4.019
N -1.034 0.624 4.549
C -1.322 0.264 5.956
C -0.018 0.063 3.902
S 0.061 0.304 2.212
N 1.121 -0.456 4.495
C 1.156 -1.618 5.400
C 2.364 0.260 4.229
H -1.430 2.683 4.739
H -2.705 1.758 3.908
H -1.194 2.150 3.033
H -1.735 -0.754 5.951
H -0.380 0.318 6.515
H -2.059 1.007 6.288
H 1.906 -2.345 5.044
H 1.438 -1.226 6.387
H 0.162 -2.087 5.417
H 3.154 -0.398 3.843
H 2.180 1.057 3.485
H 2.680 0.715 5.178
```

Output
<S²>: 6.03
Molar mass, g/mol: 461.411
HOMO (spin up / spin down), eV: -13.7 / -14.6
Energy relative to the best compared isomer or geometry (same formula, charge and spin), kJ/mol: 267.1
Spin multiplicity: 5
Charge: +2
E_LUMO (spin up / spin down), eV: -6.782 / -9.918
Frontier orbital gap (spin up / spin down), eV: 6.951 / 4.636

(6)
# C9H9O4S2

An isolated ion of composition C9H9O4S2 and charge -1 in a non-equilibrium geometry (ωB97M-V/def2-TZVPD, the OMol25 dataset).

Geometry as XYZ:
```
24
C9H9O4S2 | the OMol25 dataset | ωB97M-V/def2-TZVPD
C 0.817 -0.176 -1.886
C 1.708 -0.467 -0.686
S 3.047 -1.696 -0.788
C 0.744 -0.894 0.558
O 1.232 -1.562 1.425
C -0.674 -0.419 0.670
C -1.671 -1.358 0.367
C -3.004 -0.847 0.361
C -3.246 0.470 0.653
C -2.239 1.344 0.954
C -0.907 0.895 1.045
S 2.403 1.089 -0.156
O 1.373 2.037 0.235
O 3.189 1.570 -1.308
O 3.176 0.686 1.077
H 1.354 0.092 -2.810
H 0.370 -1.098 -2.018
H 0.217 0.604 -1.562
H 3.844 -0.991 0.176
H -1.315 -2.391 0.308
H -3.686 -1.658 0.041
H -4.233 1.005 0.548
H -2.440 2.322 1.459
H -0.060 1.444 1.339
```

Output
SMILES: C[C@](S)(C(=O)c1ccccc1)S(=O)(=O)[O-]
Molar mass, g/mol: 245.301
HOMO, eV: -5.4
Energy relative to the best compared isomer or geometry (same formula, charge and spin), kJ/mol: 0.0
Charge: -1
E_LUMO, eV: 3.146
Frontier orbital gap, eV: 8.559

(7)
# C16H22N4O4

A 2-piece molecular cluster, C16H22N4O4 overall in a non-equilibrium geometry (ωB97M-V/def2-TZVPD, the OMol25 dataset).

Geometry as XYZ:
```
46
C16H22N4O4 | the OMol25 dataset | ωB97M-V/def2-TZVPD
C -7.058 0.821 0.395
N -5.669 1.148 0.078
C -4.958 0.559 -0.895
O -5.429 -0.326 -1.601
C -3.514 1.049 -1.145
C -2.486 0.047 -0.603
N -3.221 2.356 -0.544
C -3.648 3.546 -0.961
C -4.466 3.661 -2.233
O -3.387 4.546 -0.315
H -7.145 -0.245 0.613
H -7.695 1.052 -0.461
H -7.396 1.396 1.259
H -5.217 1.877 0.608
H -3.379 1.110 -2.225
H -2.646 -0.926 -1.071
H -2.597 -0.055 0.478
H -1.476 0.388 -0.837
H -2.638 2.375 0.278
H -3.925 3.208 -3.062
H -5.427 3.169 -2.099
H -4.628 4.716 -2.449
C 7.466 -0.211 2.173
C 7.228 -1.153 0.999
O 5.816 -1.242 0.774
C 5.433 -2.002 -0.284
O 6.192 -2.527 -1.093
C 4.012 -2.218 -0.472
C 3.435 -2.995 -1.544
N 2.122 -3.038 -1.446
N 1.829 -2.306 -0.335
C 0.549 -2.101 0.186
C 0.384 -1.350 1.339
C 1.557 -0.764 2.009
C 2.821 -0.977 1.493
C 2.961 -1.786 0.281
H 8.537 -0.135 2.384
H 7.084 0.787 1.940
H 6.959 -0.584 3.068
H 7.641 -2.142 1.228
H 7.740 -0.767 0.110
H 4.008 -3.483 -2.328
H -0.295 -2.549 -0.328
H -0.609 -1.200 1.752
H 1.432 -0.169 2.910
H 3.699 -0.557 1.976
```

Output
SMILES: CNC(=O)[C@H](C)NC(C)=O.CCOC(=O)c1cnn2ccccc12
Molar mass, g/mol: 334.376
HOMO, eV: -8.5
Energy relative to the best compared isomer or geometry (same formula, charge and spin), kJ/mol: 157.6
Charge: 0
E_LUMO, eV: 0.263
Frontier orbital gap, eV: 8.802